{"formula": "C5H3NS", "method": "wB97M-V/def2-TZVPD", "de_lowest_ev": 2.8992, "total_energy_ha": -644.92480, "max_force_ha_per_bohr": 0.0648, "spin_multiplicity": 3, "total_charge": 0, "elements": ["C", "C", "C", "C", "C", "N", "S", "H", "H", "H"], "xyz": [[-1.449122, -1.829905, -0.049646], [-2.522111, 0.208061, 0.209153], [-0.360682, -1.356365, -0.014552], [1.451563, 0.020637, -0.051475], [1.912261, 1.207653, -0.108764], [0.959750, -1.085657, 0.149897], [-1.972980, 1.617584, 0.052594], [-2.479810, -2.036252, -0.023743], [2.006388, 1.777798, 0.813816], [2.454742, 1.476449, -0.977279]], "forces_ev_per_a": [[-2.3201, 0.0201, 0.1105], [-0.3366, -2.3361, 0.1863], [3.3069, 0.2997, 0.2843], [-1.1511, -1.0913, 0.6877], [1.0342, 0.8210, 0.5724], [-0.9029, -0.1464, -0.4119], [0.6883, 2.5526, -0.2220], [-0.4067, -0.7397, -0.1820], [-0.1679, 0.0096, -0.2905], [0.2557, 0.6105, -0.7347]]}